DFT (ωB97M-V/def2-TZVPD) results for a structure of composition C47H63AsN7O7RbS.

Calculated values
Charge: -2
E in a.u.: -5396.99378
HOMO level in eV: -1.9
ΔE to the lowest compared entry with this formula, charge and spin in eV: 0.000
Lowest unoccupied orbital energy in eV: 3.758

```
127
Properties=species:S:1:pos:R:3:forces:R:3
Rb -0.851039 1.023422 -0.312763 -0.7 0.4 -0.5
C -0.697804 2.835529 -5.215146 0.0 0.0 0.0
C 0.440462 2.442760 -5.906648 0.0 0.0 0.0
C 1.186204 1.392661 -5.393941 0.0 0.0 -0.1
C 0.797000 0.764638 -4.204744 0.1 0.0 0.0
C -0.345783 1.113879 -3.457433 0.0 -0.1 0.0
C -1.055846 2.186844 -4.038168 0.0 0.0 0.0
C 1.690509 -0.353124 -3.789515 -0.1 0.0 0.0
C 1.845325 -1.447947 -4.698503 0.0 0.0 -0.1
C 2.709889 -2.452729 -4.419004 0.0 0.0 0.0
C 3.460852 -2.400735 -3.219385 0.0 0.0 0.0
C 4.393989 -3.393447 -2.849184 0.0 0.0 0.0
C 5.084089 -3.295315 -1.673448 0.0 0.0 0.0
C 4.867364 -2.189481 -0.825023 0.0 0.0 0.0
C 3.961318 -1.219483 -1.155913 0.0 0.0 0.0
C 3.225224 -1.305125 -2.361964 0.0 0.0 0.0
N 2.336199 -0.308747 -2.648674 0.0 0.0 0.1
H -1.300868 3.660032 -5.584406 0.0 0.0 0.0
H 0.742634 2.939547 -6.822524 0.0 0.0 0.0
H 2.080112 1.059958 -5.917262 0.0 0.0 0.0
H -1.950229 2.549058 -3.533768 0.0 0.0 0.0
H 1.237921 -1.450306 -5.594286 0.0 0.0 0.0
H 2.827633 -3.299687 -5.086733 0.0 0.0 0.0
H 4.547785 -4.237783 -3.512636 0.0 0.0 0.0
H 5.793073 -4.063070 -1.389721 0.0 0.0 0.0
H 5.419630 -2.114933 0.103210 0.0 0.0 0.0
H 3.771284 -0.370724 -0.512651 0.0 0.0 0.0
O -3.211035 -0.282217 -3.299959 -0.2 0.1 0.0
H -3.844609 0.027311 -2.628338 0.0 0.0 0.0
H -2.442381 0.309835 -3.232971 0.3 -0.1 0.0
O 2.021380 0.840115 0.481844 0.3 0.0 0.2
H 1.424673 0.692501 1.241276 -0.1 0.0 0.0
H 1.642124 0.395961 -0.289088 0.2 0.0 0.0
O -2.481420 -2.867550 -3.115076 0.0 -0.4 0.2
H -2.745649 -1.932671 -3.241375 -0.1 0.1 0.0
H -2.832632 -3.075857 -2.234356 0.1 0.0 -0.2
N 0.000847 0.560682 2.591315 -0.1 0.0 0.0
C -1.153871 0.531110 2.761262 0.3 -0.1 0.1
O -2.148786 4.170402 -1.063433 -0.1 0.0 0.1
C -3.223684 3.589632 -1.163370 0.1 0.2 0.1
C -4.564540 4.330361 -1.268532 0.0 0.0 0.0
C -5.578223 3.198373 -1.295775 0.0 0.0 0.0
C -4.694368 1.953902 -1.322541 0.0 0.3 0.0
O -5.170142 0.815707 -1.447317 -0.1 -0.3 0.0
N -3.394430 2.241809 -1.199087 0.1 -0.2 -0.1
H -4.559090 4.936667 -2.176476 0.0 0.0 0.0
H -4.665606 5.005562 -0.418077 0.0 0.0 0.0
H -6.242792 3.197436 -2.160470 0.0 0.0 0.0
H -6.191309 3.146208 -0.394623 0.0 0.0 0.0
C 3.010493 -0.883804 3.471881 0.0 0.0 0.0
C 3.564568 -1.752517 2.354010 0.0 0.0 0.0
N 3.261481 -3.170763 2.520274 0.0 0.0 0.0
C 3.909159 -3.845390 3.637341 0.0 0.0 0.0
C 2.924417 -4.230406 4.733726 0.0 0.0 0.0
C 2.588237 -3.970070 1.648690 0.0 0.1 -0.1
O 2.616999 -5.190207 1.776320 0.0 -0.2 0.0
C 1.764896 -3.369869 0.551079 0.0 0.0 0.0
C 1.616221 -4.091803 -0.630564 0.0 0.0 0.0
C 0.783402 -3.603895 -1.617284 0.0 0.0 0.0
C 0.114314 -2.404979 -1.396977 0.0 0.0 0.0
N 0.220782 -1.728323 -0.256907 0.1 0.0 0.0
C 1.026753 -2.204340 0.689566 0.0 0.0 0.0
H 3.262393 0.159006 3.278912 0.0 0.0 0.0
H 3.429090 -1.165502 4.440604 0.0 0.0 0.0
H 1.924229 -0.940713 3.526897 0.0 0.0 0.0
H 4.656322 -1.650242 2.318356 0.0 0.0 0.0
H 3.192347 -1.410367 1.395976 0.0 0.0 0.0
H 4.667919 -3.165174 4.028916 0.0 0.0 0.0
H 4.412435 -4.739955 3.263329 0.0 0.0 0.0
H 2.411097 -3.349606 5.120041 0.0 0.0 0.0
H 3.444202 -4.720621 5.559207 0.0 0.0 0.0
H 2.181361 -4.919551 4.336197 0.0 0.0 0.0
H 2.148841 -5.026870 -0.745380 0.0 0.0 0.0
H 0.636031 -4.129598 -2.550084 0.0 0.0 0.0
H -0.543392 -1.992541 -2.152258 0.0 0.0 0.0
H 1.047012 -1.629185 1.607328 0.0 0.0 0.0
C -1.852435 -2.641013 4.629238 0.0 0.0 -0.1
C -2.316336 -3.611938 3.550704 0.0 0.0 0.0
C -2.030926 -3.116672 2.137747 0.0 -0.1 0.0
N -2.738922 -1.889601 1.832986 0.3 0.0 0.0
C -3.722266 -1.780764 0.953451 -0.2 -0.2 0.0
S -4.296679 -3.032451 -0.011600 0.0 0.2 0.0
N -4.289830 -0.515146 0.876303 -0.1 0.2 0.2
C -4.508820 0.381247 1.909557 0.3 0.0 -0.1
O -4.748550 1.551665 1.691072 -0.1 -0.2 0.0
C -4.549644 -0.137302 3.319477 -0.2 0.0 0.0
C -4.002224 0.646512 4.326823 0.0 0.0 0.0
C -4.120793 0.251113 5.649584 0.0 0.0 0.0
C -4.800762 -0.917394 5.969632 0.0 0.0 0.0
C -5.357895 -1.693903 4.962007 0.0 0.0 0.1
C -5.227855 -1.308365 3.636241 0.0 0.0 0.0
H -2.042785 -3.042507 5.626298 0.0 0.0 0.0
H -2.362031 -1.681149 4.546255 0.0 0.0 0.0
H -0.782769 -2.439814 4.536301 0.0 0.0 0.0
H -3.389677 -3.797012 3.647672 0.0 0.0 0.0
H -1.812453 -4.576168 3.670216 0.0 0.0 0.0
H -2.324760 -3.864598 1.401527 0.0 0.1 0.0
H -0.962239 -2.924815 2.018476 0.0 0.0 0.0
H -2.357587 -1.030791 2.244784 0.0 0.0 0.0
H -4.625979 -0.186324 -0.038600 0.0 0.0 -0.2
H -3.464792 1.542832 4.051827 0.0 0.0 0.0
H -3.673378 0.850627 6.432353 0.0 0.0 0.0
H -4.891949 -1.226310 7.003976 0.0 0.0 0.0
H -5.889137 -2.604979 5.207890 0.0 0.0 0.0
H -5.650611 -1.914760 2.843446 0.0 0.0 0.0
C 0.610016 5.144370 0.787529 0.0 0.0 0.0
C 1.875782 4.639714 0.100716 0.0 0.0 0.0
As 1.405817 3.523592 -1.460412 0.0 0.0 0.1
C 0.835039 4.924784 -2.725180 0.0 0.0 0.1
C 1.593711 6.245232 -2.735068 0.0 0.0 0.0
C 3.218052 3.137293 -2.170635 0.0 0.0 0.0
C 4.392236 3.972200 -1.672361 0.0 0.0 0.0
H 0.845686 5.785113 1.642174 0.0 0.0 0.0
H 0.004739 4.311700 1.149023 0.0 0.0 0.0
H -0.025309 5.706038 0.099849 0.0 0.0 0.0
H 2.439338 3.984586 0.770428 0.0 0.0 0.0
H 2.531160 5.468516 -0.177025 0.0 0.0 0.0
H -0.222928 5.080656 -2.502260 0.0 0.0 0.0
H 0.875247 4.439623 -3.702599 0.0 0.0 0.0
H 1.533730 6.749375 -1.768414 0.0 0.0 0.0
H 1.183011 6.929802 -3.484225 0.0 0.0 0.0
H 2.650424 6.103914 -2.969049 0.0 0.0 0.0
H 3.121472 3.199911 -3.258301 0.0 0.0 0.0
H 3.382097 2.082556 -1.944036 0.0 0.0 0.0
H 4.266979 5.033685 -1.888355 0.0 0.0 0.0
H 5.328378 3.648598 -2.138424 0.0 0.0 0.0
H 4.516375 3.874858 -0.592803 0.0 0.0 0.0
```
Forces are in eV/Å.

Löwdin atomic charge list, values in e, 6 entries: atom 1 (Rb): 0.6065, atom 2 (C): -0.1389, atom 3 (C): -0.1375, atom 4 (C): -0.0896, atom 5 (C): -0.2626, atom 6 (C): -0.1271